Run a
The following is a quantum chemistry calculation of one molecule with the formula C3H7N3, from the OMol25 dataset.

Values from the calculation:
M in u: 85.110
Structure (SMILES): [H]/N=C(N)/C=C\N
LUMO energy in eV: 0.862
Orbital gap in eV: 9.35
Net charge: 0
HOMO level in eV: -8.488

Each atom is followed by the atoms it is bonded to, with distances in Å.
Positions of all 13 atoms, in Å:
1 C -0.0714 -0.4495 -1.5041  C2 1.350, H6 1.110, N11 1.413
2 C 0.0275 0.6878 -0.7833  C1 1.350, C3 1.448, H7 1.091
3 C 0.1574 0.7055 0.6584  C2 1.448, N12 1.453, N13 1.330
4 H 0.0525 -2.0620 -0.2940  N11 0.956
5 H -0.0170 -2.3323 -1.9067  N11 1.038
6 H 0.1321 -0.4385 -2.5951  C1 1.110
7 H 0.3329 1.5382 -1.3940  C2 1.091
8 H -1.2227 -0.7576 0.9901  N12 0.983
9 H -0.4114 -0.3445 2.4228  N12 1.044
10 H 0.7047 1.6544 2.2245  N13 1.037
11 N -0.3635 -1.7728 -1.1045  C1 1.413, H4 0.956, H5 1.038
12 N -0.3822 -0.4329 1.3830  C3 1.453, H8 0.983, H9 1.044
13 N 0.7097 1.7885 1.1967  C3 1.330, H10 1.037

Here are the Löwdin charges for atoms 1 to 4, given in e:
1. C -0.19
2. C -0.09
3. C -0.46
4. H 0.02

=====

Run b
The following is a quantum chemistry calculation of a 2-piece molecular cluster, C3H7N3 overall, from the OMol25 dataset.

Values from the calculation:
M in u: 85.110
Structure (SMILES): C/C=N\C#N.N
LUMO energy in eV: 0.166
Orbital gap in eV: 10.48
Net charge: 0
HOMO level in eV: -10.312

Each atom is followed by the atoms it is bonded to, with distances in Å.
Positions of all 13 atoms, in Å:
1 C -1.6272 -0.8078 -0.2979  N4 1.139, N6 1.312
2 C 1.1623 -1.1214 0.4669  C3 1.462, H7 1.068, H8 1.035, H9 1.069
3 C 0.6094 -0.6170 -0.7895  C2 1.462, N6 1.309, H11 1.117
4 N -2.6023 -1.1935 0.1481  C1 1.139
5 N -0.3405 1.7296 0.2921  H10 0.887, H12 1.005, H13 1.031
6 N -0.6522 -0.4745 -1.1097  C1 1.312, C3 1.309
7 H 1.6158 -0.2541 0.8947  C2 1.068
8 H 0.3460 -1.3966 1.0413  C2 1.035
9 H 1.9790 -1.7961 0.3258  C2 1.069
10 H 0.0653 2.5135 0.3749  N5 0.887
11 H 1.3592 -0.2753 -1.5439  C3 1.117
12 H -0.8103 1.4385 -0.5471  N5 1.005
13 H -1.1045 2.2546 0.7444  N5 1.031

Here are the Löwdin charges for atoms 1 to 4, given in e:
1. C -0.41
2. C -0.05
3. C -0.17
4. N 0.16

=====

Run c
The following is a quantum chemistry calculation of one molecule with the formula C3H7N3, from the OMol25 dataset.

Values from the calculation:
M in u: 85.110
Structure (SMILES): [H]/N=C/N(C)N=C
LUMO energy in eV: 0.999
Orbital gap in eV: 9.82
Net charge: 0
HOMO level in eV: -8.817

Each atom is followed by the atoms it is bonded to, with distances in Å.
Positions of all 13 atoms, in Å:
1 C 1.9478 -0.2147 0.0328  H4 1.122, H5 1.099, H6 1.089, N11 1.618
2 C -0.6363 -1.1466 -0.0590  H7 1.258, N11 1.578, N12 1.320
3 C -1.1730 1.6715 0.1002  H9 1.089, H10 1.196, N13 1.237
4 H 2.4051 0.2505 0.9451  C1 1.122
5 H 2.3902 0.4549 -0.7186  C1 1.099
6 H 2.2319 -1.2364 -0.2161  C1 1.089
7 H -0.0036 -2.1425 -0.4956  C2 1.258
8 H -2.3713 -1.6911 -0.0392  N12 0.913
9 H -1.9428 1.0485 0.5536  C3 1.089
10 H -1.2723 2.7105 -0.4840  C3 1.196
11 N 0.3842 -0.0383 0.4094  C1 1.618, C2 1.578, N13 1.446
12 N -1.9248 -0.9060 0.0927  C2 1.320, H8 0.913
13 N -0.0351 1.2398 -0.1213  C3 1.237, N11 1.446

Here are the Löwdin charges for atoms 1 to 4, given in e:
1. C -0.05
2. C -0.15
3. C -0.10
4. H 0.07

=====

It turns out run a is the most stable, with the second structure 1.846 eV higher.

=====

Run a
The following is a quantum chemistry calculation of a 2-piece molecular cluster, C7H17N overall, from the OMol25 dataset.

Values from the calculation:
M in u: 115.220
Structure (SMILES): C/C=C/N.CCCC
LUMO energy in eV: 1.085
Orbital gap in eV: 9.35
Net charge: 0
HOMO level in eV: -8.260

Each atom is followed by the atoms it is bonded to, with distances in Å.
Positions of all 25 atoms, in Å:
1 C 0.4488 1.6333 -1.3649  C2 1.527, H5 1.100, H6 1.108, H7 1.099
2 C 1.1686 1.2672 -0.0689  C1 1.527, C3 1.520, H8 1.108, H9 1.105
3 C 2.0695 0.0443 -0.1279  C2 1.520, C4 1.550, H10 1.099, H11 1.040
4 C 3.1036 -0.0838 1.0191  C3 1.550, H12 1.104, H13 1.104, H14 1.114
5 H 1.1265 1.5784 -2.2293  C1 1.100
6 H 0.0117 2.6498 -1.3140  C1 1.108
7 H -0.4041 0.9817 -1.6006  C1 1.099
8 H 0.4438 1.1436 0.7601  C2 1.108
9 H 1.8535 2.0773 0.2388  C2 1.105
10 H 2.6850 0.0215 -1.0376  C3 1.099
11 H 1.4770 -0.8092 -0.1755  C3 1.040
12 H 3.9212 0.6414 0.8650  C4 1.104
13 H 3.5267 -1.1006 1.1017  C4 1.104
14 H 2.6354 0.1810 1.9947  C4 1.114
15 C -2.0148 -2.6502 0.0224  C16 1.542, H19 1.113, H20 1.104, H21 1.107
16 C -2.3900 -1.2000 -0.3448  C15 1.542, C17 1.372, H22 1.092
17 C -2.1078 -0.2053 0.5565  C16 1.372, N18 1.395, H23 1.091
18 N -2.1232 1.1831 0.4208  C17 1.395, H24 1.038, H25 1.039
19 H -1.3298 -2.5644 0.8958  C15 1.113
20 H -2.9348 -3.2284 0.2169  C15 1.104
21 H -1.4634 -3.1580 -0.7924  C15 1.107
22 H -2.8887 -1.0819 -1.3095  C16 1.092
23 H -1.5585 -0.4562 1.4647  C17 1.091
24 H -2.5781 1.6658 1.2191  N18 1.038
25 H -2.6780 1.4696 -0.4100  N18 1.039

Here are the Löwdin charges for atoms 1 to 4, given in e:
1. C -0.13
2. C -0.29
3. C -0.29
4. C -0.12

=====

Run b
The following is a quantum chemistry calculation of one molecule with the formula C7H17N, from the OMol25 dataset.

Values from the calculation:
M in u: 115.220
Structure (SMILES): CCCCNCCC
LUMO energy in eV: 1.155
Orbital gap in eV: 10.15
Net charge: 0
HOMO level in eV: -8.991

Each atom is followed by the atoms it is bonded to, with distances in Å.
Positions of all 25 atoms, in Å:
1 C -1.1081 -1.6273 -0.3859  C2 1.524, C4 1.554, H9 1.090, H10 1.093
2 C -2.1261 -2.3351 0.4997  C1 1.524, C3 1.518, H11 1.096, H12 1.096
3 C -2.6531 -1.5509 1.6878  C2 1.518, H13 1.094, H14 1.091, H15 1.092
4 C 0.0437 -0.8709 0.3318  C1 1.554, N5 1.488, H16 1.095, H17 1.096
5 N 0.7033 0.0062 -0.6725  C4 1.488, C6 1.479, H18 1.009
6 C 0.6367 1.4084 -0.2074  N5 1.479, C7 1.532, H19 1.090, H20 1.094
7 C 1.4309 2.3103 -1.1569  C6 1.532, C8 1.551, H21 1.095, H22 1.094
8 C 2.9488 2.3544 -0.8432  C7 1.551, H23 1.076, H24 1.104, H25 1.104
9 H -0.5339 -2.3622 -0.9494  C1 1.090
10 H -1.6464 -0.8276 -0.9001  C1 1.093
11 H -1.6425 -3.2523 0.8551  C2 1.096
12 H -2.9816 -2.6506 -0.1074  C2 1.096
13 H -1.8415 -1.1371 2.2942  C3 1.094
14 H -3.3163 -0.7156 1.4581  C3 1.091
15 H -3.2113 -2.2088 2.3575  C3 1.092
16 H -0.3320 -0.2918 1.1814  C4 1.095
17 H 0.8107 -1.4804 0.8232  C4 1.096
18 H 1.6861 -0.2184 -0.7017  N5 1.009
19 H -0.4228 1.6610 -0.2442  C6 1.090
20 H 1.1526 1.6206 0.7331  C6 1.094
21 H 1.3241 1.9579 -2.1883  C7 1.095
22 H 1.0871 3.3477 -1.1058  C7 1.094
23 H 3.2676 3.1326 -0.1721  C8 1.076
24 H 3.2907 1.3088 -0.7541  C8 1.104
25 H 3.4333 2.4211 -1.8328  C8 1.104

Here are the Löwdin charges for atoms 1 to 4, given in e:
1. C -0.20
2. C -0.28
3. C -0.12
4. C -0.24

=====

Run c
The following is a quantum chemistry calculation of a 3-piece molecular cluster, C7H17N overall, from the OMol25 dataset.

Values from the calculation:
M in u: 115.220
LUMO energy in eV: 0.840
Orbital gap in eV: 7.21
Net charge: 0
HOMO level in eV: -6.369

Each atom is followed by the atoms it is bonded to, with distances in Å.
Positions of all 25 atoms, in Å:
1 C -0.1133 -0.1004 0.5832  C2 1.412, C4 1.507, C5 1.504
2 C -0.7957 0.7872 -0.2779  C1 1.412, N8 1.371, H9 1.084
3 C 1.0065 0.8263 -1.4838  C7 1.509, H12 1.089, H13 1.088
4 C 1.0146 0.4179 1.4374  C1 1.507, H14 1.091, H15 1.091, H16 1.089
5 C -0.1009 -1.5805 0.3159  C1 1.504, H17 1.090, H18 1.089, H19 1.090
6 C -1.7537 0.1428 1.9474  H20 1.087, H21 1.088, H22 1.088
7 C 1.9017 -0.3164 -1.8955  C3 1.509, H23 1.092, H24 1.099, H25 1.093
8 N -1.8276 0.4451 -1.1140  C2 1.371, H10 1.006, H11 1.007
9 H -0.7875 1.8345 0.0025  C2 1.084
10 H -2.6425 1.0348 -1.0977  N8 1.006
11 H -2.0046 -0.5304 -1.2902  N8 1.007
12 H 1.5440 1.6484 -1.0133  C3 1.089
13 H 0.4270 1.2080 -2.3222  C3 1.088
14 H 0.9879 -0.0678 2.4135  C4 1.091
15 H 1.9819 0.1881 0.9890  C4 1.091
16 H 0.9457 1.4954 1.5812  C4 1.089
17 H -0.7292 -2.1250 1.0215  C5 1.090
18 H -0.4556 -1.8715 -0.6716  C5 1.089
19 H 0.8998 -2.0043 0.4003  C5 1.090
20 H -1.3665 -0.3806 2.8184  C6 1.087
21 H -1.9749 1.1829 2.1787  C6 1.088
22 H -2.6063 -0.3824 1.5216  C6 1.088
23 H 1.3244 -1.1551 -2.2913  C7 1.092
24 H 2.6060 -0.0181 -2.6843  C7 1.099
25 H 2.5187 -0.6791 -1.0687  C7 1.093

Here are the Löwdin charges for atoms 1 to 4, given in e:
1. C -0.43
2. C -0.29
3. C -0.16
4. C -0.07

=====

It turns out run a is the most stable, with the second structure 0.112 eV higher.

=====

Run a
The following is a quantum chemistry calculation of a 2-piece molecular cluster, C7H17N overall, from the OMol25 dataset.

Values from the calculation:
M in u: 115.220
Structure (SMILES): C=C(C)C(C)(C)C.N
LUMO energy in eV: 0.803
Orbital gap in eV: 9.70
Net charge: 0
HOMO level in eV: -8.896

Each atom is followed by the atoms it is bonded to, with distances in Å.
Positions of all 25 atoms, in Å:
1 C 0.8569 0.1532 -0.0821  C2 1.534, C3 1.535, C4 1.534, C16 1.733
2 C 1.3675 1.1728 -1.1088  C1 1.534, H6 1.094, H7 1.097, H8 1.094
3 C 1.5554 0.4313 1.2567  C1 1.535, H10 1.094, H11 1.097, H12 1.095
4 C 1.2286 -1.2562 -0.5597  C1 1.534, H9 1.093, H13 1.097, H14 1.093
5 H -0.7173 -1.1498 1.0404  N17 1.167
6 H 0.9658 0.9884 -2.1093  C2 1.094
7 H 2.4591 1.1249 -1.2002  C2 1.097
8 H 1.1044 2.1954 -0.8225  C2 1.094
9 H 1.0040 -2.0046 0.2042  C4 1.093
10 H 1.1926 -0.2418 2.0393  C3 1.094
11 H 2.6409 0.3042 1.1644  C3 1.097
12 H 1.4083 1.4652 1.5843  C3 1.095
13 H 2.3086 -1.3368 -0.7342  C4 1.097
14 H 0.7064 -1.5360 -1.4782  C4 1.093
15 C -1.6022 0.2123 -1.2877  C16 1.510, H21 1.094, H22 1.091, H23 1.094
16 C -0.8511 0.4304 0.0040  C1 1.733, C15 1.510, C18 1.345
17 N -1.4903 -1.9892 1.2854  H5 1.167, H19 1.020, H20 1.019
18 C -1.3627 1.2765 0.9153  C16 1.345, H24 1.086, H25 1.083
19 H -1.7962 -2.2797 0.3561  N17 1.020
20 H -2.2975 -1.5395 1.7145  N17 1.019
21 H -1.8141 1.1645 -1.7831  C15 1.094
22 H -1.0466 -0.3993 -2.0004  C15 1.091
23 H -2.5535 -0.2907 -1.0880  C15 1.094
24 H -2.3887 1.6217 0.8275  C18 1.086
25 H -0.8783 1.4828 1.8622  C18 1.083

Here are the Löwdin charges for atoms 1 to 4, given in e:
1. C -0.52
2. C -0.07
3. C -0.08
4. C -0.07

=====

Run b
The following is a quantum chemistry calculation of a 2-piece molecular cluster, C7H17N overall, from the OMol25 dataset.

Values from the calculation:
M in u: 115.220
LUMO energy in eV: 0.269
Orbital gap in eV: 6.61
Net charge: 0
HOMO level in eV: -6.342

Each atom is followed by the atoms it is bonded to, with distances in Å.
Positions of all 25 atoms, in Å:
1 C -1.7157 -0.1466 -0.4624  C2 1.525, C3 1.532, H6 1.101
2 C -2.2462 0.0083 0.9589  C1 1.525, H8 1.096, H9 1.092, H10 1.095
3 C -2.4320 0.8202 -1.4100  C1 1.532, H7 1.096, H11 1.094, H12 1.092
4 C 1.5473 -2.1528 -0.3189  N5 1.280, H13 1.082, H14 1.084
5 N 0.8647 -1.1202 0.0076  C4 1.280, C15 1.493, H19 1.246
6 H -1.9768 -1.1580 -0.8108  C1 1.101
7 H -3.5148 0.6515 -1.4235  C3 1.096
8 H -3.3354 -0.0901 1.0293  C2 1.096
9 H -1.8122 -0.7427 1.6226  C2 1.092
10 H -1.9791 0.9907 1.3613  C2 1.095
11 H -2.2815 1.8579 -1.0973  C3 1.094
12 H -2.0682 0.7261 -2.4349  C3 1.092
13 H 1.0956 -2.9229 -0.9302  C4 1.082
14 H 2.5843 -2.2942 -0.0355  C4 1.084
15 C 1.3769 0.1307 0.6428  N5 1.493, C16 1.523, C17 1.508, H18 1.096
16 C 2.8827 0.1379 0.8698  C15 1.523, H20 1.092, H21 1.090, H24 1.089
17 C 0.8488 1.2183 -0.2577  C15 1.508, H22 1.089, H23 1.284, H25 1.087
18 H 0.8661 0.1847 1.6111  C15 1.096
19 H -0.3111 -0.8523 -0.3064  N5 1.246
20 H 3.2064 -0.6839 1.5120  C16 1.092
21 H 3.4145 0.0862 -0.0805  C16 1.090
22 H 1.4180 1.2887 -1.1836  C17 1.089
23 H -0.3509 0.8133 -0.4685  C17 1.284
24 H 3.1559 1.0705 1.3616  C16 1.089
25 H 0.7627 2.1789 0.2431  C17 1.087

Here are the Löwdin charges for atoms 1 to 4, given in e:
1. C -0.46
2. C -0.17
3. C -0.17
4. C 0.08

=====

It turns out run a is the most stable, with the second structure 2.706 eV higher.